62
Properties=species:S:1:pos:R:3:forces:R:3:lowdin_charge:R:1 method="wB97M-V/def2-TZVPD" de_lowest_ev=0.269 max_force_ha_per_bohr=0.028 energy_ev=-37950.11329 homo_ev=-8.48 e_lumo_ev=0.799 smiles="CCCCNC(=O)Cn1c(=O)c2c(ncn2CCC(C)C)n(Cc2ccccc2)c1=O"
C -7.319 -1.520 -0.005 0.12 0.23 0.01 -0.115
C -6.124 -0.623 -0.309 -0.01 -0.25 -0.16 -0.266
C -4.866 -1.407 -0.676 -0.01 0.19 0.30 -0.196
C -4.328 -2.247 0.485 -0.16 0.11 -0.07 -0.182
N -2.993 -2.731 0.201 -0.17 -0.34 -0.06 0.066
C -1.906 -2.070 0.644 0.19 -0.53 -0.22 -0.491
O -1.940 -1.188 1.475 0.04 0.33 0.21 0.074
C -0.574 -2.552 0.053 -0.09 0.09 0.09 -0.024
N 0.253 -1.377 -0.164 -0.21 -0.33 0.00 0.088
C 1.461 -1.289 0.533 0.23 0.16 0.02 -0.344
O 1.900 -2.229 1.168 0.09 -0.04 0.14 0.079
C 2.052 0.002 0.360 -0.49 0.46 -0.43 -0.059
C 1.436 1.011 -0.368 1.02 -0.67 0.76 -0.211
N 2.177 2.139 -0.341 -0.45 0.26 -0.42 0.171
C 3.222 1.829 0.397 -0.01 -0.17 0.10 -0.127
N 3.208 0.564 0.851 -0.30 0.34 -0.16 -0.016
C 4.197 -0.092 1.663 0.43 -0.64 0.32 -0.117
C 4.973 -1.180 0.915 0.08 0.40 -0.04 -0.154
C 5.840 -0.676 -0.247 -0.05 -0.25 -0.03 -0.427
C 6.983 -1.662 -0.492 -0.09 0.28 0.07 -0.084
C 5.037 -0.504 -1.537 0.13 0.16 0.16 -0.066
N 0.255 0.820 -1.015 -0.12 -0.02 -0.14 0.070
C -0.427 1.948 -1.626 -0.20 0.15 -0.16 -0.069
C -0.999 2.859 -0.569 -0.01 0.13 -0.02 -0.204
C -1.796 2.337 0.443 0.02 0.01 -0.06 -0.019
C -2.314 3.169 1.419 -0.04 -0.05 0.04 -0.074
C -2.045 4.527 1.391 -0.02 0.08 0.05 -0.094
C -1.250 5.050 0.387 -0.02 0.11 0.02 -0.087
C -0.725 4.218 -0.587 -0.06 -0.10 -0.05 -0.046
C -0.375 -0.393 -0.916 0.21 0.13 -0.30 -0.429
O -1.428 -0.624 -1.478 -0.24 -0.03 -0.07 0.084
H -7.516 -2.190 -0.840 -0.06 -0.11 -0.07 0.072
H -8.209 -0.918 0.165 -0.13 -0.03 0.04 0.067
H -7.142 -2.119 0.885 -0.05 -0.12 0.10 0.064
H -6.378 0.034 -1.144 0.02 0.08 0.05 0.104
H -5.913 0.009 0.556 0.03 0.10 -0.01 0.107
H -4.080 -0.709 -0.974 0.04 -0.05 -0.05 0.104
H -5.076 -2.056 -1.530 0.03 -0.01 -0.10 0.113
H -4.973 -3.106 0.685 0.00 0.10 0.08 0.117
H -4.252 -1.634 1.385 -0.08 -0.11 -0.03 0.124
H -2.899 -3.323 -0.609 0.17 0.09 0.05 0.142
H -0.721 -3.087 -0.888 0.00 0.01 0.11 0.133
H -0.045 -3.183 0.772 -0.14 0.08 -0.14 0.134
H 4.012 2.519 0.617 0.26 0.05 0.14 0.136
H 3.684 -0.558 2.510 0.08 0.17 -0.03 0.133
H 4.881 0.675 2.036 -0.09 -0.04 -0.01 0.130
H 4.267 -1.931 0.559 0.01 -0.09 0.05 0.108
H 5.616 -1.661 1.654 -0.02 -0.06 0.06 0.118
H 6.274 0.292 0.029 0.01 0.01 0.02 0.133
H 7.606 -1.327 -1.318 0.09 -0.02 -0.10 0.075
H 6.586 -2.644 -0.738 -0.03 -0.16 -0.04 0.084
H 7.610 -1.755 0.392 0.09 -0.07 0.08 0.075
H 4.537 -1.435 -1.795 -0.07 -0.12 -0.05 0.086
H 4.287 0.277 -1.448 -0.14 0.05 -0.07 0.057
H 5.700 -0.235 -2.356 0.03 0.02 -0.12 0.077
H 0.296 2.486 -2.243 -0.11 -0.04 0.00 0.127
H -1.222 1.532 -2.251 0.23 0.08 0.04 0.134
H -2.007 1.278 0.478 -0.03 -0.17 0.03 0.100
H -2.928 2.752 2.203 -0.06 -0.04 0.07 0.104
H -2.451 5.176 2.154 -0.03 0.05 0.06 0.099
H -1.032 6.108 0.364 0.02 0.08 0.00 0.100
H -0.095 4.626 -1.364 0.11 0.03 -0.08 0.110